[1]
The following is a DFT calculation (ωB97M-V/def2-TZVPD) of a molecular structure, C4H10NS at a distorted geometry.

XYZ file:
```
16
Properties=species:S:1:pos:R:3:forces:R:3
H 2.38953 -1.52467 -0.40064 -1.58 2.58 0.25
C 0.41302 -0.48108 -0.85557 -0.08 -1.39 -0.77
H -1.97229 0.40413 3.15418 0.38 1.09 -0.47
S -1.03411 0.18608 -0.36359 -0.67 -0.59 0.73
C 0.42405 -1.01588 -2.30276 -2.15 0.39 0.62
H 2.13823 0.42632 -0.05693 0.60 -0.74 -0.99
C 1.68517 -0.59234 -0.11715 1.29 -0.80 2.17
H -1.67819 2.46661 1.09900 1.03 -1.19 -0.35
N -2.10249 1.22992 2.52666 -2.11 -2.99 0.11
H -0.23034 1.64511 1.84076 1.91 -0.69 0.16
H 1.56823 -0.66126 0.99851 -0.42 -0.62 -0.72
H 0.48733 -2.11010 -2.40605 0.03 0.25 0.60
H -3.15262 1.34663 2.36514 2.05 0.23 0.10
C -1.23396 1.55237 1.58639 -2.90 3.92 -0.09
H -0.49519 -0.71937 -2.90144 1.45 0.03 0.50
H 1.34305 -0.57565 -2.54463 1.18 0.51 -1.84
```
Forces are in eV/Å.

The energy relative to the best compared isomer or geometry (same formula, charge and spin) comes out at 18.63 kcal per mole. The HOMO-LUMO gap (spin up / spin down) comes out at 5.8 / 6.9 eV. Its net charge is +1. Its HOMO energy (spin up / spin down) is -0.3930 / -0.5371 Eh. The multiplicity is 3.



[2]
The following is a DFT calculation (ωB97M-V/def2-TZVPD) of a molecular structure, C7H15CaF3NO5P at a distorted geometry.

XYZ file:
```
33
Properties=species:S:1:pos:R:3:forces:R:3
F -2.95273 0.11114 -1.85198 -0.12 -0.20 0.09
O 0.17061 3.05639 0.88520 0.22 -0.40 -0.03
O -0.10422 0.58436 1.60493 0.00 0.02 -0.09
H 1.38829 -1.01828 -2.13590 -0.09 -0.14 0.08
H 3.67653 -1.24883 -1.68425 0.09 0.05 0.06
P -0.30464 1.58271 0.55332 -0.09 0.20 -0.06
H 2.93082 -2.33362 -0.54006 -0.07 -0.01 -0.10
H 1.86869 1.26486 -2.01267 0.14 0.00 0.04
F -3.79658 -1.77622 -1.25358 -0.07 0.27 0.08
C 1.57634 0.80205 -1.07369 -0.05 0.08 -0.07
N 4.57473 -1.52041 1.22728 -0.15 -0.08 -0.07
H 3.04944 -0.14378 1.06193 0.02 0.02 0.03
C 1.66345 -0.71318 -1.12314 -0.03 0.07 -0.20
C -3.48784 -0.58023 -0.87936 0.94 -0.19 -0.47
H 0.91416 -1.13582 -0.44886 0.10 0.12 0.17
H -1.79844 -0.73058 0.28299 0.07 0.08 0.05
C -2.83203 -0.40653 0.46256 -0.43 -0.03 0.22
H -3.78014 1.55335 0.71084 -0.09 -0.11 0.17
H -2.67829 1.04841 1.99582 0.15 -0.01 -0.03
Ca -6.23770 1.71387 -1.54134 0.51 -0.48 0.21
H 4.97855 -2.26707 0.67472 0.16 0.09 -0.02
H 0.83067 3.05911 1.59510 -0.08 0.16 0.01
H 4.44684 0.16622 0.03288 -0.11 0.11 -0.01
F -4.91639 0.11372 -0.83180 -0.99 0.55 -0.13
C 3.05342 -1.27719 -0.78820 -0.04 -0.11 0.03
O -3.36808 -1.24384 1.43855 -0.04 -0.12 -0.05
H 2.17701 1.22776 -0.27067 -0.01 0.02 -0.01
H 3.99884 -1.96559 1.92983 -0.01 -0.01 0.01
O 0.17708 1.22924 -0.89581 -0.02 0.01 0.14
O -1.87112 1.83832 0.22764 -0.02 0.01 -0.14
C 3.77878 -0.61719 0.39967 0.06 -0.13 0.07
H -4.30598 -1.43649 1.33330 -0.01 0.07 0.01
C -2.82006 1.06336 0.91479 0.04 0.10 0.02
```
Forces are in eV/Å.

The HOMO-LUMO gap comes out at 2.0 eV. Its net charge is +2. Its HOMO energy is -0.4588 Eh.



[3]
The following is a DFT calculation (ωB97M-V/def2-TZVPD) of a single C3H6N2O2S molecule at a distorted geometry.

XYZ file:
```
14
Properties=species:S:1:pos:R:3:forces:R:3
H -1.19790 2.18540 1.41942 0.39 -1.32 -3.34
H 1.12473 -0.22439 1.37409 0.76 0.65 1.00
H 0.52925 -1.09302 -1.34821 0.87 1.80 0.96
C -1.39538 -1.08575 0.11449 -3.99 2.62 -0.95
O 2.09044 0.04088 1.28105 -1.74 -0.84 -0.61
C 0.72082 -0.08549 -0.79394 -1.19 0.31 -0.04
S -0.98865 1.62145 -0.07666 -0.67 1.76 4.27
N -0.37292 0.06264 0.30615 -0.38 -1.98 -2.07
H 0.53217 0.83919 -1.55036 1.05 -2.54 1.50
C 2.11705 0.06686 -0.05275 -2.36 -0.14 -0.46
H -0.85037 -2.13738 0.16107 -1.70 2.27 -0.21
O 3.06371 0.24651 -0.70617 2.77 0.41 -1.43
N -2.72659 -0.72496 -0.12568 6.76 -3.19 1.69
H -2.64637 0.28807 -0.00250 -0.59 0.17 -0.31
```
Forces are in eV/Å.

The energy relative to the best compared isomer or geometry (same formula, charge and spin) comes out at 106.43 kcal per mole. The HOMO-LUMO gap comes out at 9.9 eV. Its structure (SMILES) is [H]/N=C\N(S)CC(=O)O. Its HOMO energy is -0.3692 Eh.